Here is a structure of composition C7H6NO7Yb from the Open Molecules 2025 dataset. Energies are from wB97M-V/def2-TZVPD.

Element x y z (Å)
O  4.309  1.696  0.622
C  3.172  1.632  0.439
Yb  0.866  0.324  0.413
O  3.587  -0.409  2.605
C  2.553  -0.214  2.146
C  -0.543  -0.461  2.359
O  -1.331  -0.985  3.002
C  -0.901  1.977  0.698
O  -1.700  2.792  0.879
C  0.891  2.108  2.574
O  0.894  2.306  3.744
H  1.071  2.990  1.807
N  -2.195  -1.159  -2.773
C  -1.020  -1.967  -2.232
C  -0.363  -1.154  -1.135
O  -0.736  0.068  -1.103
O  0.549  -1.634  -0.348
H  -2.958  -0.933  -2.118
H  -2.587  -1.699  -3.545
H  -1.842  -0.262  -3.139
H  -1.390  -2.917  -1.818
H  -0.325  -2.099  -3.078

## Properties
- 2S+1: 2
- <S²>: 0.76
- Frontier orbital gap (spin up / spin down): 7.7974 / 6.9967 eV
- Net charge: +2
- Energy above the lowest of the compared OMol25 structures with the same formula, charge and spin: 5.4 kcal per mole
- Largest force on an atom: 5.66 eV/Å